Formula: C16H48CuO8S8
Source: the OMol25 dataset
Level of theory: ωB97M-V/def2-TZVPD

```
! RIJCOSX wB97M-V def2-TZVPD def2/J DEFGRID3
* xyz 2 2
Cu -0.14 -0.01 -0.16
C 2.60 -1.52 2.88
S 3.09 -0.90 1.28
O 2.03 0.06 0.85
C 4.43 0.09 1.93
H 3.43 -2.03 3.36
H 1.74 -2.17 2.82
H 2.31 -0.65 3.48
H 5.21 -0.59 2.25
H 4.08 0.68 2.78
H 4.76 0.75 1.13
C -5.22 -2.64 -0.04
S -4.29 -1.15 -0.22
O -2.87 -1.53 -0.45
C -4.96 -0.69 -1.81
H -4.95 -3.10 0.91
H -4.99 -3.33 -0.85
H -6.28 -2.42 -0.03
H -6.01 -0.98 -1.87
H -4.39 -1.12 -2.62
H -4.95 0.40 -1.86
C 2.17 3.41 -2.59
S 2.17 2.23 -1.25
O 1.12 1.22 -1.59
C 3.72 1.47 -1.72
H 1.32 4.09 -2.53
H 2.22 2.92 -3.56
H 3.07 4.02 -2.46
H 4.50 2.23 -1.71
H 3.61 1.12 -2.75
H 3.94 0.65 -1.05
C 1.13 -4.61 0.69
S -0.08 -3.35 1.10
O 0.27 -2.19 0.24
C -1.49 -4.14 0.33
H 1.15 -4.76 -0.39
H 0.91 -5.54 1.22
H 2.10 -4.24 1.02
H -1.52 -5.19 0.60
H -1.39 -4.00 -0.74
H -2.38 -3.64 0.70
C -1.50 2.08 -3.18
S -2.41 2.08 -1.64
O -1.76 1.12 -0.71
C -1.96 3.70 -1.05
H -1.95 1.28 -3.77
H -0.45 1.86 -3.02
H -1.68 3.03 -3.67
H -0.88 3.84 -1.09
H -2.25 3.71 0.00
H -2.51 4.47 -1.60
C 1.93 -2.27 -2.69
S 0.29 -1.77 -3.14
O -0.23 -0.97 -2.02
C 0.77 -0.61 -4.41
H 2.63 -1.45 -2.62
H 2.28 -2.96 -3.47
H 1.85 -2.85 -1.78
H -0.13 -0.33 -4.95
H 1.44 -1.10 -5.11
H 1.22 0.25 -3.91
C 0.65 4.64 1.49
S 0.26 3.02 2.17
O 0.16 2.06 1.04
C 1.84 2.74 2.92
H -0.27 5.16 1.26
H 1.31 4.49 0.63
H 1.23 5.22 2.21
H 1.81 1.76 3.40
H 2.06 3.49 3.68
H 2.62 2.81 2.16
C -0.94 0.01 4.32
S -1.89 -0.02 2.81
O -0.87 -0.36 1.77
C -2.75 -1.53 3.16
H -1.60 -0.07 5.19
H -0.43 0.96 4.39
H -0.27 -0.85 4.27
H -3.43 -1.36 3.99
H -2.03 -2.31 3.40
H -3.31 -1.81 2.27
*
```

Results
- Maximum force: 0.029 hartree/bohr
- Frontier orbital gap (spin up / spin down): 9.59 / 7.35 eV
- <S²>: 0.75
- Calculated total energy: -6065.63373 Eh

=====

Formula: C16H48N10O9
Source: the OMol25 dataset
Level of theory: ωB97M-V/def2-TZVPD

```
! RIJCOSX wB97M-V def2-TZVPD def2/J DEFGRID3
* xyz 0 1
C -1.22 -1.67 -0.37
O -0.75 -2.93 -0.83
C -1.56 -3.97 -0.33
C -1.33 -5.28 -1.09
N -0.07 -5.99 -0.86
C 0.03 -6.41 0.55
C 1.15 -7.43 0.67
O 0.73 -8.56 -0.09
C 1.75 -9.55 -0.12
H -2.26 -1.54 -0.68
H -0.57 -0.89 -0.75
H -1.16 -1.63 0.73
H -2.62 -3.80 -0.54
H -1.38 -4.11 0.74
H -1.45 -5.14 -2.17
H -2.25 -5.85 -0.90
H -0.09 -6.89 -1.33
H -0.89 -6.92 0.86
H 0.33 -5.56 1.16
H 1.39 -7.69 1.70
H 2.05 -7.01 0.20
H 1.39 -10.39 -0.73
H 1.95 -9.95 0.88
H 2.62 -9.15 -0.65
C 5.42 2.86 6.29
O 4.86 2.56 5.02
C 5.72 1.92 4.11
C 4.89 1.23 2.99
N 4.62 2.21 1.93
C 4.63 1.54 0.62
C 3.94 2.40 -0.45
O 2.67 2.77 0.01
C 1.79 3.24 -1.00
H 4.56 3.14 6.90
H 6.06 3.75 6.25
H 5.91 2.01 6.76
H 6.31 1.15 4.62
H 6.39 2.58 3.56
H 3.98 0.86 3.46
H 5.56 0.43 2.67
H 3.63 2.41 2.03
H 4.10 0.58 0.64
H 5.62 1.28 0.24
H 3.85 1.77 -1.35
H 4.57 3.21 -0.83
H 0.77 3.22 -0.60
H 1.77 2.47 -1.78
H 2.03 4.19 -1.48
N -3.11 -1.10 -5.54
C -3.13 -0.49 -4.34
N -1.92 -0.07 -3.87
O -4.19 -0.20 -3.76
H -2.31 -1.15 -6.13
H -4.00 -1.29 -5.96
H -1.16 -0.31 -4.48
H -1.81 0.38 -2.97
N -2.78 4.90 1.05
C -3.60 4.98 -0.04
N -4.44 6.04 -0.06
O -3.61 4.09 -0.89
H -2.20 4.07 1.08
H -2.48 5.73 1.51
H -5.14 6.16 -0.77
H -4.35 6.77 0.62
N 0.98 2.63 2.28
C -0.37 2.53 2.27
N -0.96 2.33 3.48
O -1.05 2.50 1.23
H 1.46 2.71 3.16
H 1.55 2.71 1.44
H -1.92 2.06 3.56
H -0.41 2.40 4.32
N -5.83 2.36 -4.88
C -5.46 3.10 -3.81
N -4.88 2.37 -2.82
O -5.62 4.33 -3.74
H -6.12 2.88 -5.70
H -5.58 1.39 -4.90
H -4.45 2.81 -2.02
H -4.76 1.37 -2.95
O -1.69 1.60 -1.22
H -2.53 2.01 -1.49
H -1.53 1.96 -0.33
*
```

Results
- Maximum force: 0.057 hartree/bohr
- Frontier orbital gap: 8.71 eV
- Structure (SMILES): COCCNCCOC.COCCNCCOC.NC(N)=O.NC(N)=O.NC(N)=O.NC(N)=O.O
- Calculated total energy: -1863.20931 Eh

=====

Formula: C16H48NiOP2Si4
Source: the OMol25 dataset
Level of theory: ωB97M-V/def2-TZVPD

```
! RIJCOSX wB97M-V def2-TZVPD def2/J DEFGRID3
* xyz 0 3
Ni 0.56 -0.33 -1.29
H -4.38 -0.01 -1.95
H -4.34 0.67 -1.65
P 0.00 -2.04 -2.34
P 0.03 2.16 -2.93
C 1.62 2.88 -2.53
H 1.74 3.80 -3.11
H 1.70 3.11 -1.47
H 2.42 2.18 -2.78
C -0.27 2.30 -4.69
H -1.23 1.85 -4.97
H -0.29 3.37 -4.95
H 0.53 1.83 -5.27
C -1.27 3.06 -2.09
H -1.06 3.18 -1.01
H -1.35 4.04 -2.56
H -2.23 2.54 -2.21
C -0.16 -1.75 -4.14
H -0.30 -2.72 -4.63
H -1.05 -1.14 -4.36
H 0.73 -1.26 -4.54
C 1.20 -3.38 -2.21
H 1.24 -3.81 -1.21
H 0.87 -4.13 -2.94
H 2.20 -3.01 -2.46
C -1.55 -2.94 -2.03
H -2.41 -2.26 -2.07
H -1.62 -3.67 -2.85
H -1.56 -3.47 -1.08
C 2.31 -0.39 -1.41
O 3.47 -0.35 -1.50
H 0.01 0.77 -2.43
C 3.52 0.36 1.92
Si 1.84 1.22 1.98
C 1.44 1.52 3.82
C 1.97 2.91 1.15
Si 0.18 -0.05 0.86
Si 0.42 -2.10 1.91
C 0.58 -1.97 3.79
C -1.15 -3.08 1.51
C 1.96 -3.00 1.29
Si -1.88 0.79 1.83
C -1.98 0.56 3.70
C -1.99 2.62 1.46
C -3.34 -0.17 1.15
H 4.24 1.03 2.41
H 3.88 0.18 0.90
H 3.53 -0.60 2.45
H 2.23 2.16 4.22
H 0.48 2.04 3.98
H 1.42 0.59 4.40
H 2.63 2.86 0.28
H 1.01 3.33 0.83
H 2.42 3.60 1.87
H -0.04 -1.18 4.24
H 0.25 -2.94 4.21
H 1.63 -1.82 4.07
H -1.80 -2.60 0.77
H -0.85 -4.07 1.15
H -1.72 -3.20 2.45
H 2.44 -2.54 0.42
H 2.69 -3.03 2.11
H 1.67 -4.03 1.05
H -1.06 0.76 4.26
H -2.75 1.29 4.02
H -2.34 -0.45 3.93
H -2.53 2.81 0.51
H -2.58 3.03 2.29
H -1.03 3.15 1.42
H -3.22 -0.46 0.10
H -3.51 -1.08 1.74
H -4.21 0.50 1.23
*
```

Results
- Maximum force: 0.044 hartree/bohr
- Frontier orbital gap (spin up / spin down): 4.58 / 6.60 eV
- <S²>: 2.01
- Calculated total energy: -4062.56714 Eh

=====

Formula: C16H48O8
Source: the OMol25 dataset
Level of theory: ωB97M-V/def2-TZVPD

```
! RIJCOSX wB97M-V def2-TZVPD def2/J DEFGRID3
* xyz 0 1
C 25.83 1.06 -20.78
C 25.52 -0.08 -19.83
O 24.33 -0.75 -20.28
H 25.07 1.85 -20.79
H 25.91 0.65 -21.79
H 26.62 1.72 -20.44
H 25.61 0.26 -18.80
H 26.20 -0.93 -19.90
H 24.31 -1.60 -19.84
C 18.59 -6.07 -21.85
C 19.65 -5.23 -21.02
O 20.21 -6.05 -19.98
H 18.85 -7.12 -22.02
H 18.43 -5.61 -22.83
H 17.76 -6.15 -21.15
H 19.18 -4.31 -20.68
H 20.47 -5.06 -21.73
H 19.61 -6.20 -19.24
C 12.65 -11.74 -17.35
C 13.96 -11.46 -17.95
O 13.68 -10.51 -18.95
H 12.62 -12.33 -16.43
H 12.06 -12.26 -18.10
H 12.27 -10.73 -17.18
H 14.29 -12.40 -18.39
H 14.68 -11.04 -17.25
H 14.55 -10.36 -19.33
C 21.16 1.05 -25.72
C 21.33 -0.14 -24.69
O 20.99 0.28 -23.34
H 20.18 1.52 -25.70
H 21.33 0.63 -26.71
H 21.84 1.86 -25.45
H 22.40 -0.35 -24.65
H 20.83 -1.07 -24.97
H 21.70 -0.04 -22.79
C 14.32 -1.84 -20.48
C 15.54 -0.94 -20.57
O 16.12 -0.92 -21.87
H 13.62 -1.57 -21.28
H 13.84 -1.77 -19.51
H 14.61 -2.88 -20.63
H 16.20 -1.22 -19.75
H 15.20 0.06 -20.30
H 17.03 -0.62 -21.78
C 25.23 -7.75 -18.60
C 25.72 -6.31 -18.50
O 24.55 -5.63 -18.07
H 25.99 -8.48 -18.86
H 24.47 -7.84 -19.37
H 24.63 -7.99 -17.73
H 26.13 -5.90 -19.42
H 26.40 -6.14 -17.67
H 23.76 -5.96 -18.49
C 20.97 -12.87 -17.71
C 20.10 -11.71 -18.04
O 19.09 -12.10 -18.96
H 21.75 -12.76 -16.96
H 21.44 -13.29 -18.60
H 20.28 -13.56 -17.21
H 20.63 -10.84 -18.44
H 19.64 -11.33 -17.13
H 19.42 -12.28 -19.85
C 15.10 -6.31 -15.26
C 15.81 -6.32 -16.61
O 16.96 -7.23 -16.48
H 14.19 -5.72 -15.38
H 15.67 -5.84 -14.46
H 14.86 -7.28 -14.82
H 16.20 -5.35 -16.95
H 15.08 -6.65 -17.36
H 17.44 -7.08 -15.66
*
```

Results
- Maximum force: 0.053 hartree/bohr
- Frontier orbital gap: 10.50 eV
- Structure (SMILES): CCO.CCO.CCO.CCO.CCO.CCO.CCO.CCO
- Calculated total energy: -1240.14096 Eh

=====

Formula: C16H49AsBF10N6O10PS
Source: the OMol25 dataset
Level of theory: ωB97M-V/def2-TZVPD

```
! RIJCOSX wB97M-V def2-TZVPD def2/J DEFGRID3
* xyz 2 1
N 6.66 -0.77 4.05
H 6.72 -0.07 3.33
H 5.72 -1.10 4.24
H 7.00 -0.24 4.84
H 7.21 -1.59 3.88
N -3.70 6.87 4.45
H -4.24 6.23 3.89
H -3.92 7.78 4.06
H -2.72 6.64 4.49
H -3.93 6.89 5.43
N 2.69 -2.60 8.09
H 2.77 -2.80 7.11
H 2.89 -3.50 8.49
H 1.71 -2.35 8.11
H 3.23 -1.86 8.52
N 0.45 7.12 -0.58
H -0.33 7.39 0.01
H 0.24 7.34 -1.54
H 0.63 6.13 -0.50
H 1.24 7.64 -0.24
N -3.16 0.47 9.11
H -2.79 1.38 9.36
H -4.14 0.61 8.95
H -3.10 -0.19 9.87
H -2.84 0.01 8.27
N 3.70 0.45 -3.86
H 4.48 0.26 -3.24
H 3.08 1.05 -3.34
H 3.32 -0.43 -4.18
H 4.26 0.80 -4.63
C -1.25 1.02 3.14
C -0.83 1.70 2.05
C 0.48 1.33 1.36
O 0.94 1.97 0.33
C 1.39 0.47 1.82
C 1.03 -0.15 3.18
C -0.43 0.08 3.86
O -0.52 -0.35 4.95
O 1.86 -0.92 3.71
O -1.54 2.73 1.60
H -2.14 1.30 3.67
H 2.38 0.23 1.48
B 7.34 1.86 -0.84
F 8.52 2.12 -1.33
F 7.38 1.88 0.53
F 6.39 2.70 -1.35
F 6.88 0.55 -1.20
As -8.08 2.56 8.59
F -9.60 2.18 9.50
F -7.57 0.81 8.46
F -6.51 3.12 7.71
F -8.42 4.30 8.66
F -7.36 2.78 10.27
F -9.08 2.36 7.05
C -2.95 2.64 -6.67
C -2.60 1.30 -7.33
C -1.83 1.63 -8.53
S -0.55 2.79 -8.09
O -0.57 3.82 -9.18
O 0.71 2.31 -7.63
C -1.57 3.42 -6.60
H -3.42 2.34 -5.73
H -3.75 3.11 -7.24
H -3.46 0.64 -7.49
H -1.95 0.72 -6.68
H -2.38 2.02 -9.38
H -1.50 0.77 -9.11
H -1.62 4.50 -6.71
H -1.06 3.05 -5.70
C -1.02 -5.65 -6.42
C -0.93 -6.27 -5.04
O 0.46 -6.33 -4.56
P 0.95 -5.19 -3.54
O 1.41 -3.88 -4.16
O -0.22 -5.04 -2.53
C -0.37 -4.05 -1.56
C -1.66 -3.24 -1.99
O 2.10 -5.94 -2.76
C 3.24 -5.14 -2.35
C 3.79 -5.70 -1.03
H -0.04 -5.54 -6.88
H -1.97 -5.96 -6.85
H -1.21 -4.58 -6.51
H -1.58 -5.59 -4.49
H -1.26 -7.30 -5.19
H -0.61 -4.55 -0.62
H 0.41 -3.32 -1.37
H -2.16 -3.82 -2.76
H -2.31 -3.11 -1.12
H -1.63 -2.20 -2.31
H 4.03 -5.27 -3.09
H 2.90 -4.13 -2.15
H 2.87 -5.84 -0.47
H 4.40 -6.57 -1.25
H 4.54 -5.03 -0.60
*
```

Results
- Maximum force: 0.153 hartree/bohr
- Frontier orbital gap: 2.62 eV
- Calculated total energy: -5718.16961 Eh

=====

Formula: C16H51BClN4O9
Source: the OMol25 dataset
Level of theory: ωB97M-V/def2-TZVPD

```
! RIJCOSX wB97M-V def2-TZVPD def2/J DEFGRID3
* xyz -1 1
O -1.29 -0.16 -0.15
H -1.65 -0.98 0.30
H -1.72 0.68 0.24
H -0.28 -0.08 -0.08
Cl -3.49 1.71 -2.55
O -4.63 1.81 -3.40
O -3.20 3.03 -2.04
O -3.79 0.80 -1.48
O -2.36 1.27 -3.36
B 1.51 -0.53 0.35
H 0.84 0.05 1.11
H 1.59 -0.04 -0.70
H 2.58 -0.58 0.79
H 1.05 -1.60 0.26
C -4.11 -2.89 1.61
C -2.81 -3.43 0.96
C -2.93 -3.51 -0.54
O -1.72 -4.05 -1.03
C -1.82 -4.57 -2.33
N -1.76 -2.41 1.31
H -3.97 -2.78 2.68
H -4.89 -3.63 1.40
H -4.43 -1.93 1.22
H -2.73 -4.37 1.50
H -3.14 -2.57 -1.07
H -3.79 -4.15 -0.77
H -2.06 -3.82 -3.10
H -2.65 -5.28 -2.38
H -0.89 -5.04 -2.65
H -0.91 -2.89 0.99
H -1.69 -2.40 2.32
C 2.39 -5.08 -4.41
C 2.57 -3.61 -3.94
C 1.25 -3.05 -3.48
O 1.28 -1.65 -3.54
C 0.02 -1.06 -3.22
N 3.54 -3.66 -2.84
H 3.32 -5.53 -4.77
H 1.73 -5.19 -5.28
H 2.01 -5.74 -3.63
H 2.94 -3.07 -4.81
H 0.95 -3.36 -2.48
H 0.48 -3.45 -4.18
H -0.58 -1.77 -2.65
H -0.49 -0.86 -4.17
H 0.14 -0.16 -2.63
H 4.48 -3.82 -3.18
H 3.30 -4.42 -2.23
C 4.40 1.97 1.74
C 3.13 2.79 1.61
C 3.44 4.28 1.63
O 2.30 5.07 1.33
C 2.62 6.45 1.40
N 2.41 2.40 0.41
H 4.21 0.90 1.68
H 4.89 2.17 2.70
H 5.15 2.22 0.99
H 2.55 2.51 2.51
H 4.20 4.43 0.85
H 3.89 4.61 2.57
H 3.24 6.69 0.53
H 2.99 6.77 2.37
H 1.67 6.95 1.20
H 2.14 1.40 0.48
H 1.52 2.90 0.40
C -2.57 1.18 2.90
C -1.83 2.38 2.29
C -0.34 2.51 2.67
O -0.19 2.75 4.06
C -0.26 4.15 4.33
N -2.06 2.31 0.82
H -3.57 1.51 3.19
H -2.09 0.90 3.85
H -2.60 0.30 2.27
H -2.26 3.32 2.62
H 0.11 3.30 2.06
H 0.17 1.57 2.47
H -1.19 4.54 3.91
H 0.62 4.62 3.87
H -0.26 4.39 5.39
H -3.03 2.54 0.63
H -1.56 3.04 0.32
*
```

Results
- Maximum force: 0.064 hartree/bohr
- Frontier orbital gap: 8.59 eV
- Calculated total energy: -2021.08121 Eh

=====

Question: The lowest maximum force belongs to which entry?
Answer: C16H48CuO8S8